Here is a structure of composition C3H2InO4 from OMol25. Energies are from ωB97M-V/def2-TZVPD.

Last column: Mulliken charge in e.
Geometry (Å):
O1 2.24 -0.53 0.44  -0.376
C1 2.35 0.50 -0.17  0.804
O2 2.91 1.21 -0.91  -0.188
O3 0.08 0.79 0.52  -0.630
C2 -1.09 0.60 -0.17  0.093
C3 -1.67 -0.62 -0.15  0.027
O4 -1.08 -1.68 0.43  -0.477
In1 0.46 -0.97 1.24  0.966
H1 -1.57 1.48 -0.60  0.392
H2 -2.65 -0.78 -0.63  0.389

Summary:
LUMO energy (spin up / spin down) = -6.30 / -7.30 eV
DFT total energy = -606.23872 Ha
Kohn-Sham gap (spin up / spin down) = 8.24 / 5.84 eV
Charge = +1
Relative energy (zero: lowest compared OMol25 entry of this formula, charge and spin) = 20.8 kJ/mol
Strongest force on any atom = 0.1270 Eh/bohr
Highest occupied orbital energy (spin up / spin down) = -0.534 / -0.483 Ha


Here is a structure of composition C28H28N2O2PS3ScSe2 from OMol25. Energies are from ωB97M-V/def2-TZVPD.

Last column: natural (NBO) charge in e.
Geometry (Å):
Sc1 -0.04 1.25 -0.10  1.387
C1 5.17 -1.12 0.75  -0.208
C2 3.98 -1.40 0.10  -0.200
C3 2.86 -0.61 0.32  -0.225
C4 2.95 0.46 1.20  0.173
C5 4.14 0.76 1.85  -0.223
C6 5.25 -0.03 1.62  -0.205
N1 1.76 1.24 1.38  -0.279
N2 1.76 2.01 2.36  -0.091
C7 0.58 2.79 2.48  0.012
C8 0.55 3.62 3.60  -0.174
C9 -0.57 4.40 3.82  -0.234
C10 -1.63 4.33 2.92  -0.194
C11 -1.57 3.50 1.81  -0.235
C12 -0.45 2.70 1.54  -0.446
H1 6.05 -1.73 0.58  0.214
H2 3.91 -2.24 -0.58  0.221
H3 1.93 -0.85 -0.18  0.236
H4 4.19 1.61 2.52  0.238
H5 6.18 0.20 2.12  0.215
H6 1.39 3.64 4.28  0.220
H7 -0.63 5.06 4.68  0.212
H8 -2.52 4.93 3.09  0.207
H9 -2.42 3.45 1.14  0.196
Se1 -0.91 -0.63 1.79  -0.437
P1 -1.38 -1.86 0.08  0.990
Se2 -0.49 -1.00 -1.70  -0.488
C13 -0.80 -3.57 0.28  -0.317
C14 -0.82 -4.42 -0.82  -0.199
C15 -0.40 -5.73 -0.68  -0.213
C16 0.03 -6.20 0.55  -0.198
C17 0.05 -5.35 1.65  -0.199
C18 -0.36 -4.03 1.51  -0.216
C19 -3.18 -2.01 -0.13  -0.315
C20 -3.71 -2.28 -1.39  -0.215
C21 -5.08 -2.46 -1.54  -0.212
C22 -5.92 -2.36 -0.44  -0.198
C23 -5.39 -2.08 0.81  -0.199
C24 -4.03 -1.91 0.97  -0.214
H10 -1.13 -4.05 -1.79  0.223
H11 -0.41 -6.39 -1.54  0.217
H12 0.36 -7.22 0.66  0.215
H13 0.40 -5.70 2.61  0.216
H14 -0.33 -3.36 2.36  0.236
H15 -3.06 -2.33 -2.25  0.229
H16 -5.49 -2.67 -2.52  0.216
H17 -6.99 -2.49 -0.56  0.215
H18 -6.05 -1.99 1.67  0.216
H19 -3.61 -1.67 1.94  0.235
C25 -1.38 2.59 -3.65  -0.821
S1 -2.25 3.02 -2.15  1.297
C26 -1.49 4.62 -1.83  -0.822
O1 -1.70 2.07 -1.11  -1.018
H20 -1.59 3.34 -4.41  0.236
H21 -1.75 1.62 -3.97  0.254
H22 -0.31 2.53 -3.42  0.282
H23 -1.89 5.32 -2.56  0.239
H24 -0.41 4.53 -1.92  0.267
H25 -1.78 4.91 -0.83  0.257
C27 4.88 1.14 -2.46  -0.263
O2 3.87 1.93 -1.82  -0.503
C28 2.61 1.76 -2.19  0.063
S2 2.11 0.68 -3.34  -0.146
S3 1.55 2.86 -1.34  -0.327
H26 5.81 1.44 -1.99  0.197
H27 4.90 1.34 -3.53  0.197
H28 4.68 0.08 -2.30  0.203

Summary:
LUMO energy = -0.43 eV
DFT total energy = -8443.39342 Ha
Kohn-Sham gap = 7.37 eV
Charge = 0
Relative energy (zero: lowest compared OMol25 entry of this formula, charge and spin) = 9.7 kJ/mol
Strongest force on any atom = 0.0054 Eh/bohr
Highest occupied orbital energy = -0.287 Ha


Here is a cluster of 3 separate species, C4H13NO2 in total from OMol25. Energies are from ωB97M-V/def2-TZVPD.

Last column: natural (NBO) charge in e.
Geometry (Å):
C1 -0.35 0.77 1.46  -0.686
C2 -0.44 0.64 0.06  0.244
C3 0.02 -0.65 -0.47  -0.571
C4 -2.35 2.07 -0.26  -0.424
N1 -1.07 1.68 -0.69  -0.644
H1 0.40 1.45 1.85  0.237
H2 -1.25 1.35 1.65  0.213
H3 -0.20 -0.29 1.91  0.241
H4 -0.30 -1.60 0.04  0.235
H5 0.09 -0.73 -1.67  0.167
H6 -3.00 2.47 -1.08  0.217
H7 -2.68 1.10 -0.03  0.192
H8 -2.05 2.79 0.58  0.203
H9 -1.10 1.49 -1.79  0.375
H10 2.19 -4.63 0.84  0.475
H11 1.56 -3.55 1.86  0.472
O1 1.87 -3.71 0.93  -0.946
H12 2.13 -0.28 -1.96  0.470
H13 3.42 0.21 -1.41  0.459
O2 3.11 -0.58 -1.82  -0.929

Summary:
LUMO energy = 0.80 eV
DFT total energy = -365.28921 Ha
Kohn-Sham gap = 8.47 eV
Charge = 0
Relative energy (zero: lowest compared OMol25 entry of this formula, charge and spin) = 402.4 kJ/mol
SMILES = C=C(C)NC.O.O
Strongest force on any atom = 0.1307 Eh/bohr
Highest occupied orbital energy = -0.282 Ha


Here is the molecule C5H6O from OMol25. Energies are from ωB97M-V/def2-TZVPD.

Last column: natural (NBO) charge in e.
Geometry (Å):
C1 -1.75 -0.13 -0.27  -0.617
C2 -0.42 0.38 0.24  -0.488
C3 0.66 0.11 -0.80  0.525
O1 0.46 0.00 -1.98  -0.498
C4 1.94 -0.08 -0.10  -0.130
C5 2.64 -0.33 0.85  -0.146
H1 -2.59 0.38 0.19  0.213
H2 -1.85 -1.21 -0.11  0.210
H3 -1.76 0.05 -1.34  0.234
H4 -0.10 -0.07 1.19  0.224
H5 -0.43 1.47 0.42  0.235
H6 3.21 -0.57 1.72  0.238

Summary:
LUMO energy = 0.33 eV
DFT total energy = -269.27291 Ha
Kohn-Sham gap = 10.69 eV
Charge = 0
Relative energy (zero: lowest compared OMol25 entry of this formula, charge and spin) = 192.5 kJ/mol
SMILES = C#CC(=O)CC
Strongest force on any atom = 0.0145 Eh/bohr
Highest occupied orbital energy = -0.380 Ha